Entry a
An isolated molecule of C5H5NO. Source: the OMol25 dataset; level of theory: ωB97M-V/def2-TZVPD.

Atoms and positions in Å:
O 0.201 -0.939 -1.788
C 0.294 -0.649 -0.411
C 0.978 0.727 -0.232
C 0.985 1.215 1.148
N 0.967 1.612 2.233
C -1.009 -0.700 0.274
C -2.067 -0.718 0.847
H -0.521 -0.408 -2.151
H 0.942 -1.424 0.009
H 2.003 0.652 -0.606
H 0.452 1.460 -0.852
H -2.997 -0.739 1.370

Values from the calculation:
SMILES	C#C[C@@H](O)CC#N
HOMO-LUMO gap	11.3	eV
net charge	0
HOMO	-0.3925	hartree



Entry b
An isolated molecule of C5H5NO. Source: the OMol25 dataset; level of theory: ωB97M-V/def2-TZVPD.

Atoms and positions in Å:
C -1.635 -0.515 0.112
C -0.404 -0.073 0.160
C 0.495 1.177 0.211
C 1.730 0.696 -0.236
C 1.789 -0.800 -0.210
H -3.554 -0.191 0.014
H -1.797 -1.665 -0.054
H 0.131 2.171 0.481
H 2.626 1.385 -0.150
H 2.773 -1.247 -0.234
N 0.520 -1.249 0.181
O -2.673 0.310 -0.276

Values from the calculation:
SMILES	O/C=C1\C=CC=N1
HOMO-LUMO gap	8.9	eV
net charge	0
HOMO	-0.3313	hartree



Entry c
An isolated molecule of C5H5NO. Source: the OMol25 dataset; level of theory: ωB97M-V/def2-TZVPD.

Atoms and positions in Å:
N 0.592 -1.624 2.490
C -0.027 -1.012 1.731
C -0.754 -0.279 0.686
O -0.661 1.141 0.757
C -0.230 1.254 -0.603
C 1.060 0.515 -0.737
C -0.086 -0.392 -0.671
H -1.813 -0.558 0.698
H -0.988 0.926 -1.332
H 1.552 0.619 -1.696
H 1.711 0.507 0.131
H -0.357 -1.097 -1.454

Values from the calculation:
SMILES	N#C[C@H]1O[C@H]2C[C@H]21
HOMO-LUMO gap	10.3	eV
net charge	0
HOMO	-0.3491	hartree



Which structure is most stable? entry a, by 0.0307 hartree over the runner-up.